Entry 1:
Below is 2 unconnected molecules or ions with the total composition C5H14NO2 in a non-equilibrium geometry, with properties calculated with wB97M-V/def2-TZVPD.

Output
* HOMO: -13.12 eV
* max |F|: 1.05 eV/Å
* energy above the lowest of the compared OMol25 structures with the same formula, charge and spin: 141.8 kJ/mol
* orbital gap: 10.030 eV

```
! wB97M-V def2-TZVPD RIJCOSX def2/J DEFGRID3
* xyz 1 1
C 1.82186 -0.13234 -1.27989
O 1.46511 -0.73739 -2.53206
C 0.54115 -0.15891 -0.45681
C 0.70846 0.44449 0.91152
C -0.38066 0.07022 1.91025
C -0.24960 0.19345 3.21777
N -0.46932 0.60818 -1.30524
H 2.62554 -0.66453 -0.77909
H 2.10263 0.90677 -1.47440
H 2.26453 -1.02406 -2.98598
H 0.16929 -1.17789 -0.46763
H 0.78363 1.53224 0.85199
H 1.63807 0.05753 1.32746
H -1.27352 -0.37657 1.51552
H 0.61241 0.53894 3.76746
H -1.05576 -0.07526 3.86371
H -0.28837 0.27355 -2.26156
H -1.43635 0.38321 -1.03913
H -0.29245 1.61175 -1.27727
H -3.61143 -0.21900 -0.22544
H -2.88780 -1.33551 -1.01452
O -2.78744 -0.71886 -0.26666
*
```

Atomic partial charges in e from the Mulliken method, atoms 1 to 6: -0.779 -0.561 -0.102 -0.596 -0.110 -0.967

***

Entry 2:
Below is 2 unconnected molecules or ions with the total composition C5H14NO3 in a non-equilibrium geometry, with properties calculated with wB97M-V/def2-TZVPD.

Output
* HOMO: -3.40 eV
* max |F|: 2.55 eV/Å
* energy above the lowest of the compared OMol25 structures with the same formula, charge and spin: 140.6 kJ/mol
* orbital gap: 7.060 eV

```
! wB97M-V def2-TZVPD RIJCOSX def2/J DEFGRID3
* xyz -1 1
C 0.08240 2.00229 1.02871
N -0.53755 1.36465 -0.10333
C -0.24790 -0.11093 -0.29707
C 1.24145 -0.20044 -0.65268
C 1.80570 -1.49544 -1.29997
O 0.85372 -2.55070 -1.42396
C -0.58473 -0.93085 1.04562
O 0.10067 -2.11576 1.12533
H 0.33918 1.28976 1.79407
H 1.04540 2.51160 0.85806
H -0.48742 2.82862 1.43971
H -0.22269 1.80838 -0.94058
H -0.92311 -0.43115 -1.07884
H 1.65746 0.65498 -1.19788
H 1.78562 -0.03626 0.27483
H 2.08493 -1.26639 -2.34792
H 2.71226 -1.88335 -0.80810
H -0.38756 -0.37592 1.96618
H -1.65569 -1.17116 0.84203
H 0.47962 -2.60666 -0.43045
H -3.31736 0.24282 0.35333
H -2.46608 1.41136 0.00750
O -3.35831 1.06056 -0.15458
*
```

Atomic partial charges in e from the Mulliken method, atoms 1 to 6: -0.932 -0.358 -0.211 -0.642 -0.519 -0.637

***

Entry 3:
Below is 2 unconnected molecules or ions with the total composition C5H14NOP in a non-equilibrium geometry, with properties calculated with wB97M-V/def2-TZVPD.

Output
* HOMO (alpha / beta): -7.37 / -7.34 eV
* max |F|: 4.77 eV/Å
* energy above the lowest of the compared OMol25 structures with the same formula, charge and spin: 205.9 kJ/mol
* orbital gap (alpha / beta): 7.466 / 7.522 eV

```
! wB97M-V def2-TZVPD RIJCOSX def2/J DEFGRID3
* xyz 0 1
C 1.31997 1.01255 -1.29589
C 1.31125 -1.44571 -0.40672
C -0.40047 -0.61062 -1.97287
C -2.20220 0.70735 1.22851
C 0.62853 -0.24976 -0.98106
N 0.06126 -0.07781 2.74895
O 0.11692 2.17894 1.60489
P -0.31839 0.82588 1.40304
H 2.14743 0.90866 -2.20829
H 0.50085 1.60455 -1.83184
H 1.70087 1.63107 -0.53881
H 0.49860 -2.06790 0.16653
H 2.07280 -1.45939 0.38316
H 1.73117 -2.25730 -1.05582
H -0.83425 -1.58551 -1.83669
H -1.18141 0.21490 -1.84890
H -0.03387 -0.58662 -3.00058
H -2.38338 1.51189 0.60885
H -2.65146 -0.28394 0.75426
H -2.63985 0.97237 2.15416
H -0.34306 -0.98409 2.68418
H 0.89868 0.04048 3.24097
*
```

Atomic partial charges in e from the Mulliken method, atoms 1 to 6: -1.137 -1.390 -1.540 -1.115 1.045 -0.509